<w>
The following is a DFT calculation (the ωB97M-V functional and the def2-TZVPD basis) of an isolated molecule of C3H3NS2.

XYZ file:
```
9
C3H3NS2 (the ωB97M-V functional and the def2-TZVPD basis)
C -0.63 0.11 -0.66
C -0.36 1.42 -0.33
C 0.86 -0.91 0.91
N 0.00 -1.04 -0.09
S 1.64 -1.61 2.10
S 0.74 1.79 0.86
H -1.26 -0.11 -1.50
H -1.00 2.30 -0.55
H 0.01 -1.95 -0.75
```

Computed properties:
Charge: 0
Frontier orbital gap (spin up / spin down) in eV: 6.4 / 6.4
M in g mol⁻¹: 117.2


<x>
The following is a DFT calculation (the ωB97M-V functional and the def2-TZVPD basis) of an isolated molecule of C3H3NS2.

XYZ file:
```
9
C3H3NS2 (the ωB97M-V functional and the def2-TZVPD basis)
C 1.11 -0.68 0.61
C 0.68 1.63 0.05
C -1.03 -1.15 -0.39
N 0.14 -1.20 0.10
S -0.95 1.69 0.05
S -1.43 0.24 -1.42
H 2.14 -0.85 0.42
H 1.11 2.25 0.83
H -1.76 -1.93 -0.25
```

Computed properties:
Charge: 0
Frontier orbital gap in eV: 7.5
M in g mol⁻¹: 117.2


Most stable structure, least stable structure: <w>, <x>.


<w>
The following is a DFT calculation (the ωB97M-V functional and the def2-TZVPD basis) of an isolated molecule of C3H3NS2.

XYZ file:
```
9
C3H3NS2 (the ωB97M-V functional and the def2-TZVPD basis)
C -1.69 0.22 -0.59
C 0.82 0.27 0.59
C 1.51 -0.69 -0.19
H -2.49 0.70 -1.16
H 0.35 -0.17 1.47
H 1.49 1.04 0.96
N 2.24 -1.40 -0.74
S -1.89 -1.29 -0.02
S -0.34 1.32 -0.33
```

Computed properties:
Charge: 0
Frontier orbital gap in eV: 8.7
M in g mol⁻¹: 117.2
SMILES: N#CCSC=S


<x>
The following is a DFT calculation (the ωB97M-V functional and the def2-TZVPD basis) of a cluster of 2 separate species, C3H3NS2 in total.

XYZ file:
```
9
C3H3NS2 (the ωB97M-V functional and the def2-TZVPD basis)
C -2.03 -0.53 -0.43
C -2.27 0.57 -0.02
C 0.65 0.73 0.21
N -0.18 0.34 0.94
S 1.90 0.85 -1.03
S 3.01 -0.44 0.48
H -1.31 -1.31 -0.51
H -2.73 1.45 0.44
H 2.96 -1.66 -0.08
```

Computed properties:
Charge: 0
Frontier orbital gap in eV: 7.7
M in g mol⁻¹: 117.2
SMILES: N#CSS.C#C


Most stable structure, least stable structure: <w>, <x>.


<w>
The following is a DFT calculation (the ωB97M-V functional and the def2-TZVPD basis) of a cluster of 16 separate species, H32O16 in total.

XYZ file:
```
48
H32O16 (the ωB97M-V functional and the def2-TZVPD basis)
O -4.11 -3.11 0.43
H -3.67 -2.62 -0.27
H -3.51 -3.84 0.57
O 2.16 3.94 -2.63
H 2.45 3.08 -2.90
H 2.61 4.62 -3.13
O 5.56 -1.64 -1.86
H 4.78 -1.14 -2.11
H 5.28 -2.56 -1.92
O -0.99 1.86 4.11
H -0.78 2.53 3.47
H -0.39 1.21 4.44
O -4.27 1.40 -0.68
H -3.48 1.66 -1.15
H -3.98 0.84 0.04
O 2.59 2.49 2.67
H 3.48 2.30 3.02
H 2.83 3.28 2.14
O -3.25 3.63 -1.80
H -4.21 3.44 -1.70
H -3.22 4.38 -1.16
O -2.60 -1.18 -1.44
H -2.10 -1.28 -2.27
H -2.81 -0.25 -1.50
O 0.92 -3.46 -0.90
H -0.09 -3.39 -1.11
H 0.89 -2.58 -0.47
O -2.30 -0.25 2.17
H -2.87 -0.17 1.41
H -2.58 0.44 2.78
O 0.64 3.44 0.02
H 0.55 3.37 -0.95
H 0.39 2.54 0.30
O 2.33 -0.93 -5.23
H 1.90 -1.80 -5.40
H 2.36 -0.83 -4.28
O -1.72 -3.87 -1.19
H -2.51 -3.78 -1.73
H -1.33 -4.75 -1.25
O 0.06 -3.88 3.51
H 0.33 -3.69 4.42
H 0.56 -4.71 3.42
O 4.92 1.18 2.80
H 4.60 0.29 2.70
H 5.64 1.45 2.22
O -0.06 0.95 0.82
H -0.71 1.18 0.16
H -0.30 0.20 1.37
```

Computed properties:
Charge: 0
Frontier orbital gap in eV: 9.9
M in g mol⁻¹: 288.2


<x>
The following is a DFT calculation (the ωB97M-V functional and the def2-TZVPD basis) of a cluster of 16 separate species, H32O16 in total.

XYZ file:
```
48
H32O16 (the ωB97M-V functional and the def2-TZVPD basis)
O -20.68 7.65 -11.00
H -20.34 8.31 -11.59
H -19.93 7.23 -10.64
O -19.30 12.26 -7.99
H -19.98 12.91 -8.03
H -19.61 11.87 -7.16
O -21.33 10.72 -9.73
H -22.01 10.01 -9.71
H -20.63 10.55 -9.09
O -19.57 10.73 -5.67
H -20.03 11.02 -4.94
H -18.79 10.30 -5.39
O -22.89 8.28 -9.76
H -22.07 8.01 -10.15
H -23.37 7.46 -9.72
O -17.96 11.15 -10.76
H -18.81 11.07 -11.22
H -18.10 11.06 -9.81
O -21.47 6.85 -7.57
H -21.69 6.89 -6.61
H -22.14 7.34 -8.01
O -19.20 6.93 -5.21
H -18.69 6.57 -4.46
H -19.39 6.16 -5.75
O -21.23 8.65 -4.59
H -20.99 9.44 -4.07
H -20.46 8.18 -4.93
O -22.99 9.55 -7.32
H -22.09 9.63 -6.90
H -22.98 9.13 -8.21
O -16.41 8.23 -7.13
H -16.69 9.10 -7.53
H -16.13 7.68 -7.85
O -17.14 10.56 -8.12
H -17.79 11.01 -7.57
H -16.58 11.26 -8.57
O -17.39 8.22 -10.30
H -17.52 9.10 -9.90
H -17.73 8.26 -11.23
O -19.53 9.00 -8.21
H -19.13 8.95 -7.33
H -19.88 8.12 -8.24
O -18.71 5.84 -9.73
H -19.08 5.48 -8.91
H -18.25 6.64 -9.51
O -17.54 9.26 -4.83
H -18.14 8.57 -4.84
H -16.82 8.97 -5.37
```

Computed properties:
Charge: 0
Frontier orbital gap in eV: 9.9
M in g mol⁻¹: 288.2


Most stable structure, least stable structure: <x>, <w>.


<w>
The following is a DFT calculation (the ωB97M-V functional and the def2-TZVPD basis) of a cluster of 16 separate species, H32O16 in total.

XYZ file:
```
48
H32O16 (the ωB97M-V functional and the def2-TZVPD basis)
O -1.16 1.78 -2.40
H -1.66 1.74 -3.21
H -0.64 0.98 -2.51
O -3.38 1.61 -0.63
H -3.15 0.98 -0.01
H -2.69 1.53 -1.25
O 1.61 3.25 0.70
H 1.96 2.86 -0.11
H 0.71 3.38 0.57
O -1.09 3.41 -0.06
H -1.45 4.23 -0.40
H -0.88 2.87 -0.83
O -2.94 -1.36 -2.39
H -2.82 -1.29 -1.44
H -2.53 -2.22 -2.60
O -0.30 -0.85 -2.88
H -0.28 -1.57 -3.53
H -1.18 -0.89 -2.57
O 2.27 -0.44 -1.84
H 2.17 -0.55 -2.80
H 1.39 -0.37 -1.55
O 2.55 -3.17 0.02
H 1.70 -2.70 -0.02
H 2.37 -4.04 -0.36
O -2.22 -0.63 0.48
H -3.01 -1.22 0.53
H -1.88 -0.56 1.38
O 2.30 -0.50 1.22
H 1.82 -1.25 1.65
H 2.94 -0.90 0.67
O 3.70 1.69 1.74
H 3.29 0.83 1.53
H 3.05 2.36 1.46
O -0.10 -2.59 -0.58
H -1.00 -2.84 -0.56
H -0.11 -1.92 -1.23
O -1.01 -0.65 2.84
H -1.33 -0.29 3.66
H -0.58 0.11 2.49
O 0.93 -2.42 2.27
H 0.14 -1.86 2.45
H 1.04 -2.95 3.06
O 0.31 0.41 -0.14
H -0.54 -0.06 0.05
H 1.05 0.08 0.36
O 0.34 1.78 2.56
H 0.84 2.19 1.82
H -0.56 1.99 2.39
```

Computed properties:
Charge: 0
Frontier orbital gap in eV: 8.9
M in g mol⁻¹: 288.2


<x>
The following is a DFT calculation (the ωB97M-V functional and the def2-TZVPD basis) of a cluster of 16 separate species, H32O16 in total.

XYZ file:
```
48
H32O16 (the ωB97M-V functional and the def2-TZVPD basis)
O 0.25 1.25 2.43
H 0.40 2.21 2.39
H 0.65 0.82 3.18
O -2.79 1.48 1.18
H -2.28 1.35 0.37
H -2.24 1.34 1.95
O 0.77 4.85 -1.19
H 0.58 4.19 -1.84
H 0.96 4.40 -0.37
O 2.25 1.09 0.07
H 2.14 0.62 0.91
H 2.01 0.45 -0.61
O 1.36 -3.85 4.16
H 1.06 -3.67 5.05
H 2.32 -3.84 4.19
O -0.96 -0.89 -2.31
H -1.46 -1.09 -3.11
H -1.41 -1.33 -1.59
O -0.21 -3.43 1.79
H -0.22 -3.17 2.72
H -1.08 -3.77 1.58
O 0.73 3.97 2.36
H 0.13 4.63 2.00
H 0.99 4.38 3.20
O -5.84 -0.03 -0.20
H -4.90 0.13 -0.04
H -6.11 -0.32 0.69
O 0.06 -4.39 -0.67
H -0.21 -3.57 -0.30
H 0.93 -4.66 -0.39
O 0.29 1.54 -5.48
H -0.44 1.11 -5.02
H 0.95 1.61 -4.79
O 4.73 0.99 1.04
H 4.29 0.61 1.81
H 4.04 1.62 0.73
O -3.25 -2.41 0.14
H -3.64 -2.41 -0.73
H -3.57 -1.58 0.51
O 4.28 3.52 0.05
H 3.54 3.79 0.59
H 5.11 3.61 0.50
O 2.18 -2.47 -1.31
H 1.57 -3.09 -1.72
H 2.04 -1.77 -1.95
O -3.19 -0.85 -3.93
H -3.01 -1.50 -4.62
H -3.78 -1.44 -3.44
```

Computed properties:
Charge: 0
Frontier orbital gap in eV: 10.0
M in g mol⁻¹: 288.2


Most stable structure, least stable structure: <w>, <x>.


<w>
The following is a DFT calculation (the ωB97M-V functional and the def2-TZVPD basis) of a cluster of 2 separate species, C3H5Cl in total.

XYZ file:
```
9
C3H5Cl (the ωB97M-V functional and the def2-TZVPD basis)
C 0.36 0.77 -0.22
C 0.53 -0.76 -0.38
C -0.31 -0.13 0.72
Cl -2.84 -0.19 -0.19
H 1.16 1.22 0.45
H -0.19 1.44 -0.82
H 0.02 -1.32 -1.19
H 1.60 -1.03 -0.16
H -0.35 -0.02 1.79
```

Computed properties:
Charge: 0
Frontier orbital gap (spin up / spin down) in eV: 8.0 / 8.0
M in g mol⁻¹: 76.5


<x>
The following is a DFT calculation (the ωB97M-V functional and the def2-TZVPD basis) of a structure of composition C3H5Cl.

XYZ file:
```
9
C3H5Cl (the ωB97M-V functional and the def2-TZVPD basis)
C 0.05 -0.91 0.74
C -0.27 0.15 -0.28
C 0.37 1.14 -0.92
H -0.14 -0.54 1.73
H 1.03 -1.49 0.98
H -1.45 0.33 -0.14
H 1.62 1.25 -1.01
H -0.24 2.07 -1.46
Cl -0.97 -2.01 0.36
```

Computed properties:
Charge: 0
Frontier orbital gap in eV: 10.8
M in g mol⁻¹: 76.5


<y>
The following is a DFT calculation (the ωB97M-V functional and the def2-TZVPD basis) of an isolated molecule of C3H5Cl.

XYZ file:
```
9
C3H5Cl (the ωB97M-V functional and the def2-TZVPD basis)
C -0.02 0.51 -0.23
C 0.73 -0.22 -1.06
C -0.83 -0.14 1.05
Cl 1.92 0.43 -2.18
H 0.18 1.52 -0.31
H 0.95 -1.31 -1.16
H -1.48 -0.95 0.65
H -0.12 -0.55 1.77
H -1.33 0.70 1.48
```

Computed properties:
Charge: 0
Frontier orbital gap in eV: 10.6
M in g mol⁻¹: 76.5
SMILES: C/C=C/Cl


<z>
The following is a DFT calculation (the ωB97M-V functional and the def2-TZVPD basis) of a cluster of 2 separate species, C3H5Cl in total.

XYZ file:
```
9
C3H5Cl (the ωB97M-V functional and the def2-TZVPD basis)
C -0.73 -0.29 -0.52
C -0.63 -0.15 -1.82
C 0.34 0.05 0.45
Cl -1.80 -0.91 -2.75
H -1.74 -1.21 0.08
H 0.17 0.49 -2.33
H 1.33 -0.27 -0.06
H 0.30 1.12 0.37
H 0.36 -0.19 1.54
```

Computed properties:
Charge: 0
Frontier orbital gap in eV: 10.3
M in g mol⁻¹: 76.5


Most stable structure, least stable structure: <y>, <w>.


<w>
The following is a DFT calculation (the ωB97M-V functional and the def2-TZVPD basis) of a cluster of 2 separate species, C3H5Cl in total.

XYZ file:
```
9
C3H5Cl (the ωB97M-V functional and the def2-TZVPD basis)
C -0.92 -0.24 0.50
C -1.27 -0.30 -0.80
C 1.86 0.21 0.28
Cl 3.49 -0.06 0.45
H -0.81 0.72 0.96
H -1.03 -1.14 1.09
H -1.49 0.62 -1.28
H 1.64 1.39 0.20
H -1.46 -1.20 -1.40
```

Computed properties:
Charge: 0
Frontier orbital gap (spin up / spin down) in eV: 7.8 / 7.8
M in g mol⁻¹: 76.5


<x>
The following is a DFT calculation (the ωB97M-V functional and the def2-TZVPD basis) of an isolated molecule of C3H5Cl.

XYZ file:
```
9
C3H5Cl (the ωB97M-V functional and the def2-TZVPD basis)
C 0.31 0.40 0.21
C 0.30 0.60 -1.26
C -0.42 -0.71 0.85
Cl 1.34 1.85 -1.92
H 0.70 1.05 0.95
H -0.32 0.11 -2.05
H -1.47 -0.50 1.04
H -0.42 -1.61 0.28
H -0.02 -1.18 1.89
```

Computed properties:
Charge: 0
Frontier orbital gap in eV: 9.7
M in g mol⁻¹: 76.5
SMILES: C/C=C/Cl


Most stable structure, least stable structure: <x>, <w>.